1.
Below is a molecular structure, C10H14BBrFeN6, with properties calculated with ωB97M-V/def2-TZVPD.

Each line ends with the Löwdin charge.
Positions of all 33 atoms, in Å:
H  -1.7874  -2.3648  2.3946  0.11
N  -1.5223  -1.1282  0.7025  -0.13
B  -1.4487  -0.0051  -1.5524  -0.44
N  -2.1412  -1.0118  -0.5496  0.02
C  -3.1822  -1.8731  -0.5694  -0.05
Fe  -0.2237  -0.0388  1.4209  0.32
H  -3.8383  -1.9248  -1.4202  0.12
C  -3.2057  -2.5907  0.6343  -0.06
H  -3.9009  -3.3564  0.9159  0.09
C  -2.1443  -2.1080  1.4028  -0.10
H  -1.9998  0.0138  -2.6116  0.11
C  4.3693  0.4021  2.1035  -0.06
H  4.7482  1.0640  2.8970  0.02
H  3.2664  0.4680  2.0282  -0.02
H  4.7844  0.7071  1.1370  0.01
N  0.0454  -0.4830  -1.5763  0.00
N  -1.3487  1.3864  -0.8552  0.01
N  0.7262  -0.5429  -0.3499  -0.04
N  -0.7620  1.4089  0.4186  -0.12
C  0.8809  -0.8811  -2.5672  -0.06
C  -1.5636  2.6612  -1.2353  -0.05
H  0.5528  -0.8723  -3.5926  0.12
H  -2.0336  2.8935  -2.1699  0.12
C  2.0992  -1.2380  -1.9900  -0.06
C  -1.0742  3.5160  -0.2437  -0.05
C  1.9644  -0.9923  -0.6215  -0.12
C  -0.5705  2.7002  0.7684  -0.10
H  2.9652  -1.6378  -2.4988  0.09
H  -1.0829  4.5835  -0.2425  0.09
H  2.6799  -1.1485  0.1678  0.10
H  -0.1253  2.9067  1.7269  0.10
H  4.6299  -0.6491  2.2854  0.02
Br  0.2429  0.1354  3.6422  0.01

Values from the calculation:
- lowest unoccupied orbital energy (alpha / beta) (eV) = 0.6236 / 0.3528
- spin multiplicity = 5
- ⟨S²⟩ = 6.02
- calculated total energy (a.u.) = -4580.668733
- orbital gap (alpha / beta) (eV) = 9.18 / 8.49

2.
Below is a molecular structure, C10H14BCaN7O3, with properties calculated with ωB97M-V/def2-TZVPD.

Each line ends with the Löwdin charge.
Positions of all 36 atoms, in Å:
C  -0.9451  -1.2051  2.9356  -0.11
N  -0.6417  -0.8553  1.6591  -0.16
N  -0.9038  -1.9467  0.8399  -0.02
C  -1.3199  -2.9725  1.6143  -0.03
C  -1.3615  -2.5412  2.9381  -0.02
B  -0.6171  -1.8137  -0.7061  -0.45
N  -1.2774  -0.5658  -1.3994  0.02
N  -1.1275  0.7226  -0.8969  0.03
C  -1.8113  1.5310  -1.7345  -0.06
C  -2.3754  0.7823  -2.7882  0.07
C  -1.9967  -0.5384  -2.5476  0.02
Ca  0.5079  1.0522  1.2033  1.46
N  0.9315  -1.7282  -0.9468  -0.02
N  1.7044  -0.6767  -0.4619  -0.01
C  2.9695  -0.9292  -0.8802  -0.09
C  3.0259  -2.1532  -1.5900  0.03
C  1.7010  -2.6114  -1.6201  -0.01
H  3.8160  -0.2811  -0.6900  0.12
H  1.2574  -3.4834  -2.0663  0.14
H  3.8720  -2.6436  -2.0130  0.12
H  -1.0437  -2.7947  -1.2278  0.12
H  -2.1712  -1.4330  -3.1247  0.15
H  -1.5541  -3.9462  1.2143  0.14
H  -2.9679  1.1391  -3.6042  0.13
H  -1.6523  -3.1003  3.8002  0.11
H  -1.9145  2.6039  -1.5958  0.13
H  -0.8618  -0.5187  3.7845  0.12
H  1.5385  2.0761  -0.5699  -0.01
C  1.2545  3.1209  -0.3689  -0.05
H  0.8420  3.5576  -1.2793  0.06
H  0.4928  3.2266  0.4107  -0.02
H  2.1282  3.7126  -0.0886  0.07
O  -0.6790  4.7210  2.6343  0.32
N  0.1409  3.8524  2.9659  -0.44
O  1.2085  4.0649  3.5438  0.29
O  -0.1690  2.5753  2.6560  -0.12

Values from the calculation:
- lowest unoccupied orbital energy (alpha / beta) (eV) = -11.0851 / -12.1264
- net charge = +2
- energy above the lowest of the compared OMol25 structures with the same formula, charge and spin (eV) = 0.0000
- calculated total energy (a.u.) = -1700.214587
- orbital gap (alpha / beta) (eV) = 3.64 / 3.23

3.
Below is a molecular structure, C10H14BF5MnN6OTe, with properties calculated with ωB97M-V/def2-TZVPD.

Each line ends with the Löwdin charge.
Positions of all 39 atoms, in Å:
H  -0.3585  2.5779  1.1067  0.12
N  -0.2724  1.5226  -0.6978  -0.01
B  0.5416  0.6116  -3.0218  -0.42
N  0.3184  1.7376  -1.9612  0.06
C  0.8490  2.9610  -1.9362  0.07
Mn  -0.9080  -0.6671  -0.2868  0.95
H  1.3350  3.3847  -2.8095  0.17
C  0.5744  3.5608  -0.6824  0.06
H  0.7881  4.5595  -0.3895  0.13
C  -0.0340  2.6120  0.0891  0.00
H  0.9925  0.9793  -4.0642  0.14
C  -1.2014  -2.5049  0.1374  0.00
H  -1.7522  -2.3918  1.0843  0.08
H  -0.1615  -2.8656  0.2854  0.06
H  -1.7786  -2.9978  -0.6297  0.06
N  -0.8679  -0.0433  -3.1470  0.04
N  1.4482  -0.4652  -2.3624  0.00
N  -1.4969  -0.5939  -1.9926  -0.10
N  1.0523  -1.0324  -1.1683  0.03
C  -1.6864  -0.1435  -4.1706  0.01
C  2.6776  -0.9052  -2.6687  0.01
H  -1.3773  0.2461  -5.1279  0.16
H  3.1412  -0.5401  -3.5619  0.15
C  -2.8597  -0.7635  -3.7808  0.02
C  3.0679  -1.7998  -1.6959  0.01
C  -2.7294  -1.0586  -2.4357  -0.02
C  2.0381  -1.8536  -0.7718  -0.06
H  -3.7143  -0.9791  -4.3749  0.13
H  3.9882  -2.3613  -1.6508  0.13
H  -3.3474  -1.5837  -1.7222  0.13
H  1.9246  -2.4398  0.1510  0.14
H  -1.3239  1.3881  -0.5119  0.19
F  0.2834  -1.9343  3.6063  -0.34
Te  -0.0011  -0.0963  3.2322  1.90
F  -1.8709  -0.4379  3.1441  -0.37
F  -0.1764  0.1931  5.0746  -0.31
F  -0.3994  1.7665  3.0156  -0.37
F  1.8538  0.2931  3.4236  -0.33
O  0.1380  -0.3449  1.4173  -0.62

Values from the calculation:
- lowest unoccupied orbital energy (alpha / beta) (eV) = -11.3199 / -9.3024
- net charge = +2
- spin multiplicity = 4
- ⟨S²⟩ = 4.17
- calculated total energy (a.u.) = -2735.766317
- orbital gap (alpha / beta) (eV) = 5.38 / 7.44

4.
Below is a molecular structure, C10H14BIN6Re, with properties calculated with ωB97M-V/def2-TZVPD.

Each line ends with the Löwdin charge.
Positions of all 33 atoms, in Å:
H  0.7938  3.4929  1.7302  0.12
N  0.2407  1.9649  0.3812  -0.19
B  0.1798  0.3919  -1.6724  -0.50
N  0.4267  1.7790  -1.0268  0.03
C  0.9554  2.8886  -1.4701  0.00
Re  0.4659  0.2362  1.1533  1.25
H  1.1086  2.9820  -2.5229  0.16
C  1.1656  3.8086  -0.4627  0.04
H  1.5527  4.7791  -0.5249  0.12
C  0.7177  3.2171  0.6993  -0.04
H  0.2209  0.4826  -2.8713  0.15
C  -1.2478  -1.7910  3.2267  -0.04
H  -0.9546  -2.1838  4.2060  0.05
H  -0.4300  -1.6778  2.4842  -0.05
H  -2.0312  -2.4600  2.8990  0.04
N  -1.1991  0.0467  -1.1103  -0.05
N  1.0636  -0.8235  -1.2561  0.02
N  -1.4700  -0.0374  0.2595  -0.10
N  1.0912  -1.2533  0.0928  -0.17
C  -2.3017  -0.2042  -1.8043  -0.02
C  2.0060  -1.4800  -1.8596  -0.02
H  -2.1968  -0.1308  -2.8739  0.15
H  2.1221  -1.3266  -2.9394  0.17
C  -3.3051  -0.5279  -0.9261  0.00
C  2.6943  -2.3199  -1.0240  0.03
C  -2.7646  -0.4675  0.3797  -0.03
C  2.1172  -2.1670  0.2264  -0.02
H  -4.3214  -0.8011  -1.1726  0.12
H  3.4957  -2.9846  -1.2441  0.13
H  -3.1342  -0.7071  1.3671  0.12
H  2.3787  -2.5247  1.1874  0.12
H  -1.6924  -0.7910  3.3799  0.03
I  2.2522  0.5896  3.0888  0.38

Values from the calculation:
- lowest unoccupied orbital energy (alpha / beta) (eV) = -9.4687 / -9.0471
- net charge = +2
- spin multiplicity = 4
- ⟨S²⟩ = 3.77
- calculated total energy (a.u.) = -1118.200858
- orbital gap (alpha / beta) (eV) = 6.58 / 7.26

5.
Below is a molecular structure, C10H14BN7O3Zn, with properties calculated with ωB97M-V/def2-TZVPD.

Each line ends with the Löwdin charge.
Positions of all 36 atoms, in Å:
C  3.0490  0.1856  -0.2356  0.03
N  1.7819  0.1220  -0.7051  0.08
N  1.8900  -0.0162  -2.0803  0.06
C  3.1724  -0.0769  -2.4536  0.07
C  3.9652  0.0416  -1.3070  0.15
B  0.6401  0.1605  -2.9635  -0.46
N  -0.2886  -1.0120  -2.5756  0.00
N  -0.8459  -1.0876  -1.3063  0.03
C  -1.8119  -2.0384  -1.3909  -0.03
C  -1.8241  -2.5949  -2.6867  0.06
C  -0.8497  -1.9074  -3.3964  0.01
Zn  -0.1125  0.2840  0.1550  0.81
N  -0.0680  1.4723  -2.4909  -0.01
N  -0.4599  1.6700  -1.1814  -0.06
C  -1.0461  2.8910  -1.1083  -0.05
C  -1.0118  3.4695  -2.3854  0.01
C  -0.3909  2.5425  -3.2098  -0.02
H  -1.4570  3.2878  -0.1752  0.14
H  -0.1426  2.5515  -4.2649  0.15
H  -1.3900  4.4370  -2.6586  0.12
H  0.8987  0.1993  -4.1437  0.14
H  -0.5110  -1.9810  -4.4297  0.16
H  3.4285  -0.1943  -3.5013  0.17
H  -2.4557  -3.3770  -3.0498  0.13
H  5.0241  0.0353  -1.2534  0.14
H  -2.5190  -2.2321  -0.5871  0.13
H  3.2744  0.4144  0.7982  0.15
H  -2.0734  -0.7486  1.7088  -0.01
C  -2.1565  -1.5506  2.4701  -0.05
H  -2.9787  -2.2398  2.2142  0.04
H  -1.2118  -2.1207  2.5008  0.03
H  -2.3651  -1.1206  3.4644  0.04
O  -0.4342  1.0648  3.9273  0.20
N  0.2693  0.1838  3.4185  -0.42
O  0.8811  -0.6967  4.0098  0.21
O  0.3666  0.1544  2.0247  -0.13

Values from the calculation:
- lowest unoccupied orbital energy (alpha / beta) (eV) = -11.7032 / -12.5311
- net charge = +2
- calculated total energy (a.u.) = -2801.836360
- orbital gap (alpha / beta) (eV) = 4.47 / 2.39

6.
Below is a molecular structure, C10H14ClFeO3PS2Te, with properties calculated with ωB97M-V/def2-TZVPD.

Each line ends with the Löwdin charge.
Positions of all 33 atoms, in Å:
Fe  0.1356  0.7218  -0.2558  -0.05
S  -1.4567  0.8985  -2.0922  0.51
C  -2.2542  -0.6579  -2.0722  -0.73
C  -3.3651  -0.8612  -2.8990  -0.18
C  -4.0259  -2.0790  -2.9586  -0.16
C  -3.5729  -3.1387  -2.1826  -0.16
C  -2.4784  -2.9567  -1.3512  -0.18
C  -1.8097  -1.7297  -1.2576  -0.73
S  -0.4591  -1.5871  -0.1565  0.50
H  -3.7013  -0.0300  -3.5090  0.07
H  -4.8906  -2.2041  -3.6037  0.07
H  -4.0707  -4.1030  -2.2271  0.07
H  -2.1126  -3.7792  -0.7465  0.07
C  5.0267  -0.5879  -1.6364  -0.09
C  4.3863  0.6746  -2.1965  -0.32
O  4.1987  1.6624  -1.1923  -0.36
P  2.7884  1.6519  -0.3276  0.02
O  2.4105  0.2382  -0.0185  -0.41
Te  3.1311  3.3598  1.1995  0.25
O  1.7241  2.0254  -1.5641  -0.39
C  1.6678  3.3767  -2.0239  -0.34
C  1.0189  3.3858  -3.3955  -0.09
H  5.2751  -1.2790  -2.4463  0.06
H  4.3296  -1.0645  -0.9489  0.06
H  5.9350  -0.3302  -1.0882  0.07
H  3.4323  0.4260  -2.6737  0.11
H  5.0341  1.1292  -2.9535  0.11
H  2.6807  3.7890  -2.0640  0.09
H  1.0892  3.9755  -1.3161  0.09
H  1.6233  2.8210  -4.1078  0.07
H  0.9200  4.4151  -3.7480  0.07
H  0.0342  2.9202  -3.3366  0.02
Cl  -0.4913  1.9787  1.3905  -0.14

Values from the calculation:
- lowest unoccupied orbital energy (alpha / beta) (eV) = 4.3917 / 4.3916
- net charge = -2
- energy above the lowest of the compared OMol25 structures with the same formula, charge and spin (eV) = 0.2172
- spin multiplicity = 5
- ⟨S²⟩ = 6.01
- calculated total energy (a.u.) = -3745.070790
- orbital gap (alpha / beta) (eV) = 5.09 / 5.30

7.
Below is a molecular structure, C10H14F6KO9P, with properties calculated with ωB97M-V/def2-TZVPD.

Each line ends with the Löwdin charge.
Positions of all 41 atoms, in Å:
K  -8.2310  -4.6287  -0.0919  0.92
P  -10.0009  -7.6048  1.2086  0.18
F  -11.1405  -6.7545  0.3722  -0.21
F  -10.4932  -9.0132  0.5629  -0.16
F  -9.0041  -7.4556  -0.0489  -0.19
F  -8.9279  -8.2992  2.1630  -0.14
F  -9.4828  -6.1512  1.8486  -0.26
F  -11.1661  -7.7352  2.3580  -0.18
C  -2.7463  -2.6347  -0.4180  -0.11
C  -2.3138  -4.0116  -0.9132  -0.08
O  -3.5163  -4.7912  -0.6968  0.07
C  -4.5676  -3.9484  -0.5965  -0.56
O  -5.7301  -4.2475  -0.5806  0.05
O  -4.1430  -2.7099  -0.5142  0.09
H  -2.4080  -1.8362  -1.0750  0.14
H  -2.4128  -2.4800  0.6086  0.14
H  -1.4350  -4.4194  -0.4231  0.13
H  -2.1922  -4.0643  -1.9964  0.13
C  -9.5412  -4.8488  -5.5725  -0.10
C  -9.5121  -6.3899  -5.5811  -0.11
O  -8.9339  -6.7168  -4.3290  0.08
C  -8.3898  -5.6353  -3.7362  -0.55
O  -7.6446  -5.6230  -2.8128  0.14
O  -8.6953  -4.5225  -4.4565  0.04
H  -10.4885  -4.3799  -5.3200  0.12
H  -9.0526  -4.4842  -6.4735  0.13
H  -8.9587  -6.8347  -6.4037  0.13
H  -10.5623  -6.6728  -5.6528  0.13
C  -12.6575  0.4600  -1.3981  -0.02
C  -12.0309  -0.8978  -1.7111  -0.27
C  -11.2112  -1.0910  -3.0059  -0.07
O  -9.8500  -1.2348  -2.5816  0.11
C  -9.8635  -1.4751  -1.2940  -0.59
O  -8.9107  -1.8310  -0.6331  0.09
O  -11.0247  -1.1859  -0.6988  0.10
H  -13.1788  0.9984  -2.1944  0.08
H  -11.8602  1.0379  -0.9357  0.09
H  -13.5484  0.4066  -0.7675  0.08
H  -12.7711  -1.6939  -1.7866  0.15
H  -11.4430  -0.3034  -3.7234  0.13
H  -11.4774  -2.0030  -3.5403  0.13

Values from the calculation:
- lowest unoccupied orbital energy (eV) = -0.0468
- calculated total energy (a.u.) = -2607.397825
- orbital gap (eV) = 10.79

8.
Below is a molecular structure, C10H14MnN2P, with properties calculated with ωB97M-V/def2-TZVPD.

Each line ends with the Löwdin charge.
Positions of all 28 atoms, in Å:
C  -0.5368  0.7449  -1.6562  -0.17
C  -1.4033  1.8156  -1.8771  -0.24
C  -0.6561  3.0173  -2.0536  -0.20
C  0.7400  2.7435  -1.9649  -0.25
C  0.9487  1.3908  -1.7111  -0.20
Mn  1.3542  -1.3493  0.8458  0.43
P  0.0398  -3.3473  0.4826  0.62
H  -0.7838  -0.2973  -1.5034  0.00
H  -2.4897  1.7749  -1.9016  0.07
H  -1.0898  3.9978  -2.2237  0.06
H  1.8952  0.8676  -1.6087  0.01
H  1.5087  3.5051  -2.0852  0.06
H  0.7461  -4.3781  -0.2419  -0.12
H  -1.1469  -3.1892  -0.3238  -0.11
H  -0.4492  -4.0748  1.6264  -0.12
N  1.1546  2.4338  5.6618  0.13
C  1.0987  1.6197  4.5784  -0.30
C  0.8803  0.2283  4.7360  -0.02
C  0.8946  -0.5804  3.6208  -0.13
N  1.1195  -0.0556  2.3766  -0.12
C  1.2747  1.2934  2.1964  -0.08
C  1.2785  2.1506  3.2764  0.00
H  1.0364  2.0742  6.5996  0.11
H  1.3198  3.4258  5.5692  0.11
H  0.7263  -0.1924  5.7309  0.11
H  0.7294  -1.6583  3.6370  0.10
H  1.3964  1.6131  1.1610  0.10
H  1.4372  3.2218  3.1410  0.12

Values from the calculation:
- lowest unoccupied orbital energy (alpha / beta) (eV) = -0.4624 / -0.7015
- energy above the lowest of the compared OMol25 structures with the same formula, charge and spin (eV) = 2.7675
- spin multiplicity = 5
- ⟨S²⟩ = 6.07
- calculated total energy (a.u.) = -1991.107378
- orbital gap (alpha / beta) (eV) = 4.52 / 4.22